Molecular formula: C8H15F6N3O2S4Sb2Ti
Method: DFT, ωB97M-V with the def2-TZVPD basis set

The geometry in XYZ format:
```
41
Properties=species:S:1:pos:R:3:nbo_charge:R:1
Ti -0.04720 0.92930 -1.30560 1.49
S -2.56200 -0.23730 2.39950 -0.66
Sb -0.28410 -0.20420 2.02650 1.30
S 0.14740 1.98140 0.90650 -0.48
S 0.36250 -2.48880 1.77210 -0.60
F 0.07180 -0.69580 -0.80270 -0.47
Sb 1.28880 1.40390 -4.00520 2.14
F -0.87720 0.50140 -2.96910 -0.60
F -0.32160 2.59940 -1.85870 -0.56
F 1.28330 0.18270 -5.55730 -0.70
F 3.32680 1.31260 -3.99520 -0.74
F 1.54420 -0.32210 -3.03150 -0.67
C 5.92130 -0.91880 0.05920 -0.42
N 4.56850 -0.45110 -0.10590 -0.38
C 4.16880 0.59140 -1.01810 -0.31
C 2.68210 0.67170 -0.71540 0.71
O 1.87630 1.42990 -1.29800 -0.66
N 2.37630 -0.16830 0.25560 -0.58
C 3.48810 -0.85700 0.57590 0.66
N 3.46140 -1.81590 1.48020 -0.78
H 6.54200 -0.45710 -0.70440 0.23
H 5.97830 -2.00160 -0.06740 0.21
H 6.31320 -0.65090 1.04540 0.21
H 4.32140 0.33230 -2.06920 0.28
H 4.66510 1.54490 -0.81390 0.23
H 2.52410 -2.16570 1.72830 0.45
H 4.27560 -2.37580 1.66730 0.40
O -1.85570 0.81140 -0.60300 -0.90
S -3.02070 1.48570 -1.31360 1.26
C -3.26300 3.06090 -0.38870 -0.58
C -4.32600 2.82430 0.67790 -0.42
C -5.31380 1.83110 0.07450 -0.41
C -4.45090 0.70890 -0.46570 -0.58
H -3.57360 3.79580 -1.13040 0.23
H -2.29210 3.34140 0.02010 0.27
H -4.81410 3.75340 0.97710 0.22
H -3.86880 2.38020 1.56390 0.24
H -5.87430 2.29780 -0.73850 0.20
H -6.01830 1.45620 0.81870 0.24
H -4.96940 0.05240 -1.15480 0.24
H -4.01200 0.13570 0.35150 0.27
```

## Properties
gap between HOMO and LUMO (spin up / spin down) = 0.2195 / 0.2194 Eh
charge = 0
maximum force = 4.718 eV/Å
highest occupied orbital energy (spin up / spin down) = -0.307 / -0.307 hartree
energy above the lowest of the compared OMol25 structures with the same formula, charge and spin = 263.47 kJ/mol
E_tot = -4150.76353 hartree

Molecular formula: C8H15IOSi
Method: DFT, ωB97M-V with the def2-TZVPD basis set

The geometry in XYZ format:
```
26
Properties=species:S:1:pos:R:3:nbo_charge:R:1
C -3.73055 1.60230 0.69901 -0.31
C -2.90137 0.95823 -0.15456 -0.30
C -1.71398 0.28169 0.24956 0.08
C -1.09469 0.28168 1.64166 -0.15
O -0.56884 -0.96139 2.03235 -0.72
C -0.45509 -0.11930 -1.00610 -0.69
I -1.35428 -0.42758 -2.95179 0.17
Si 1.34977 -0.43700 -0.61635 1.58
C 2.24979 -0.11393 -2.27402 -1.10
C 1.86771 0.77750 0.81143 -1.11
C 1.74009 -2.25410 -0.13872 -1.10
H -4.53145 2.18652 0.44206 0.20
H -3.64218 1.37915 1.80667 0.18
H -2.94714 1.16630 -1.16987 0.22
H -0.27810 1.04860 1.72248 0.20
H -1.92467 0.55662 2.40824 0.19
H -0.40447 -1.55014 1.20653 0.48
H 3.32008 -0.19352 -2.11528 0.25
H 1.86292 -0.65501 -3.12118 0.25
H 1.73522 0.87455 -2.46799 0.24
H 2.92297 1.08758 0.70018 0.24
H 1.44428 1.81551 0.67965 0.24
H 1.74210 0.64970 1.84276 0.25
H 1.86530 -2.54089 0.93599 0.25
H 0.90449 -2.79509 -0.46138 0.23
H 2.54207 -2.61797 -0.70131 0.24
```

## Properties
gap between HOMO and LUMO (spin up / spin down) = 0.2847 / 0.2685 Eh
charge = 0
maximum force = 5.897 eV/Å
highest occupied orbital energy (spin up / spin down) = -0.305 / -0.296 hartree
energy above the lowest of the compared OMol25 structures with the same formula, charge and spin = 0.00 kJ/mol
SMILES = C=C/C(CO)=C(\I)[Si](C)(C)C
E_tot = -976.08355 hartree

Molecular formula: C8H15N2
Method: DFT, ωB97M-V with the def2-TZVPD basis set

The geometry in XYZ format:
```
25
Properties=species:S:1:pos:R:3:nbo_charge:R:1
C -0.74632 0.91132 -0.52390 0.62
C 0.62776 1.41524 -0.54983 -0.52
C -1.78374 -1.21538 -0.35845 -0.21
C -0.37222 -1.66330 0.06411 -0.31
C 1.43138 0.16280 -0.10542 0.10
C 1.58425 0.13420 1.41037 -0.65
C 2.77711 0.03020 -0.80098 -0.62
C -3.03081 0.86844 0.20032 -0.42
N -1.77791 0.27012 -0.23424 -0.34
N 0.52424 -0.88821 -0.69840 -0.27
H 0.88927 1.64204 -1.58621 0.30
H 0.74619 2.33574 0.03424 0.27
H -1.95582 -1.46224 -1.40911 0.24
H -2.57550 -1.64646 0.25259 0.24
H -0.26086 -1.59233 1.15407 0.20
H -0.25948 -2.71161 -0.24096 0.26
H 1.94157 -0.83884 1.74421 0.24
H 0.64859 0.36362 1.91735 0.20
H 2.31494 0.88011 1.70347 0.24
H 3.29052 -0.85962 -0.44648 0.23
H 3.40344 0.89419 -0.59674 0.23
H 2.63642 -0.06629 -1.87391 0.23
H -3.26718 0.51444 1.20488 0.24
H -2.95198 1.95321 0.21208 0.24
H -3.83388 0.56860 -0.47307 0.24
```

## Properties
gap between HOMO and LUMO (spin up / spin down) = 0.3270 / 0.3137 Eh
charge = +1
maximum force = 1.833 eV/Å
highest occupied orbital energy (spin up / spin down) = -0.496 / -0.479 hartree
energy above the lowest of the compared OMol25 structures with the same formula, charge and spin = 417.70 kJ/mol
E_tot = -422.93523 hartree

Molecular formula: C8H15N2O
Method: DFT, ωB97M-V with the def2-TZVPD basis set

The geometry in XYZ format:
```
26
Properties=species:S:1:pos:R:3:nbo_charge:R:1
C -0.88498 -0.03679 -2.43701 0.98
C -0.14553 -2.20513 0.16840 -0.42
C 1.23716 -1.94927 -0.32531 -0.41
C -0.86741 -0.91501 0.73114 -0.43
C 1.16253 -0.90882 -1.58633 -0.28
C -0.82554 0.25443 -0.27583 -0.04
C -1.35195 2.12041 1.24477 -0.42
C 0.99114 1.60483 1.06111 -0.42
N -0.05589 -0.11065 -1.49307 -0.47
N -0.35074 1.53663 0.32556 -0.37
O -1.58605 0.36378 -3.27664 -0.34
H -0.55022 -2.69441 -0.76962 0.21
H -0.31267 -2.82857 1.05187 0.25
H 1.76793 -1.53476 0.58486 0.21
H 1.80404 -2.86989 -0.68121 0.25
H -1.80388 -1.25116 0.92237 0.23
H -0.27800 -0.45552 1.59997 0.19
H 2.13352 -0.38531 -1.73083 0.24
H 1.23917 -1.56029 -2.54875 0.24
H -1.86467 1.36364 1.64524 0.23
H -1.02577 2.78206 2.00813 0.23
H -2.14444 2.64173 0.79048 0.25
H 1.77137 1.38681 0.33635 0.22
H 1.26199 2.59048 1.29581 0.23
H 0.77124 1.01764 1.88362 0.22
H -0.09235 2.04315 -0.52510 0.43
```

## Properties
gap between HOMO and LUMO = 0.2993 Eh
charge = +1
maximum force = 5.013 eV/Å
highest occupied orbital energy = -0.430 hartree
energy above the lowest of the compared OMol25 structures with the same formula, charge and spin = 576.33 kJ/mol
E_tot = -498.14872 hartree

Molecular formula: C8H15N2O
Method: DFT, ωB97M-V with the def2-TZVPD basis set

The geometry in XYZ format:
```
26
Properties=species:S:1:pos:R:3:nbo_charge:R:1
C 1.90240 -0.65558 -1.56842 -0.72
C 0.99014 -0.48320 -0.67249 0.08
C -1.74197 0.82027 -3.55236 0.88
C 1.51142 -0.09167 2.35363 -0.59
C 0.77270 1.98581 1.14212 -0.59
C -1.46459 -2.01572 0.90115 -0.43
C 0.40026 0.54906 1.52068 -0.31
C 0.12098 -0.25487 0.26787 0.34
N -1.63814 1.47024 -4.52966 -0.71
N -1.25932 -0.77015 0.13117 -0.59
O -1.66436 0.24472 -2.54146 -0.62
H 2.56403 -1.50699 -1.56170 0.29
H 2.41670 -0.19180 1.76113 0.23
H 1.22251 -1.07615 2.71343 0.21
H 1.73404 0.53410 3.21351 0.24
H 1.75095 2.00768 0.67275 0.23
H 0.80185 2.60902 2.03070 0.24
H 0.04949 2.40957 0.44860 0.21
H -2.46914 -2.40428 0.74656 0.25
H -0.73735 -2.75989 0.58157 0.24
H -1.31878 -1.82120 1.96219 0.23
H -0.51617 0.57653 2.12209 0.20
H 2.04131 0.05407 -2.36868 0.29
H -2.10528 1.73093 -5.36595 0.45
H -1.45389 -0.91227 -0.87321 0.48
H -1.90977 -0.04824 0.46476 0.43
```

## Properties
gap between HOMO and LUMO (spin up / spin down) = 0.2012 / 0.2287 Eh
charge = +1
maximum force = 3.649 eV/Å
highest occupied orbital energy (spin up / spin down) = -0.305 / -0.491 hartree
spin multiplicity = 3
energy above the lowest of the compared OMol25 structures with the same formula, charge and spin = 185.61 kJ/mol
E_tot = -498.09923 hartree

Molecular formula: C8H15N2O3
Method: DFT, ωB97M-V with the def2-TZVPD basis set

The geometry in XYZ format:
```
28
Properties=species:S:1:pos:R:3:nbo_charge:R:1
C -1.23054 -0.98891 1.97363 -0.61
C -0.72282 -1.53276 0.66637 0.06
C 0.22573 -2.73526 0.77234 -0.65
N -1.83092 -1.68726 -0.23146 -0.03
O -1.73817 -2.66701 -1.04598 -0.68
C -0.48375 -0.60741 -0.49781 0.09
C 0.45031 -1.08653 -1.65372 -0.67
N -0.71268 0.69028 -0.16631 -0.40
C -0.16584 1.80718 -0.43667 0.11
C -0.90992 2.96492 0.14305 -0.11
O -1.03584 2.82467 1.54844 -0.75
C 1.08067 2.11074 -1.33327 -0.13
O 0.86691 3.00830 -2.42307 -0.73
H -0.48720 -0.94749 2.75242 0.18
H -1.96547 -1.60922 2.35257 0.20
H -1.52353 0.02019 1.72157 0.22
H 0.11524 -3.14764 -0.15021 0.24
H -0.27343 -3.44415 1.38279 0.20
H 1.26827 -2.59292 0.98238 0.19
H -0.19961 -1.72678 -2.25970 0.25
H 1.23673 -1.65581 -1.32549 0.20
H 0.75730 -0.34808 -2.28987 0.18
H -1.98579 2.84491 -0.08355 0.17
H -0.67162 3.99449 -0.09018 0.18
H -1.22366 1.85386 1.69290 0.48
H 1.61606 1.16525 -1.68450 0.18
H 1.74735 2.64343 -0.56808 0.17
H 0.34746 2.44374 -3.07679 0.46
```

## Properties
gap between HOMO and LUMO (spin up / spin down) = 0.2149 / 0.2150 Eh
charge = -1
maximum force = 4.384 eV/Å
highest occupied orbital energy (spin up / spin down) = -0.093 / -0.093 hartree
energy above the lowest of the compared OMol25 structures with the same formula, charge and spin = 22.38 kJ/mol
SMILES = CC1(C)N([O-])[C@@]1(C)N=C(CO)CO
E_tot = -648.89686 hartree

Molecular formula: C8H15N2OS
Method: DFT, ωB97M-V with the def2-TZVPD basis set

The geometry in XYZ format:
```
27
Properties=species:S:1:pos:R:3:nbo_charge:R:1
C 2.17261 0.11518 -0.40243 0.35
C -0.62510 1.80928 0.57223 -0.47
C -1.00832 1.19013 -0.71338 -0.43
C 0.45190 0.96409 1.15606 -0.06
C -1.90908 -0.08063 -0.49810 0.12
C -0.03813 -1.09806 0.63048 0.31
C -2.44782 -0.76861 -1.77489 -0.64
C 0.31043 -2.04163 1.83850 -0.65
N 1.77119 1.03491 0.56988 -0.58
N 3.41380 0.23918 -1.01767 -0.74
O -1.23228 -1.13017 0.32225 -0.51
S 1.19640 -1.26751 -0.69512 0.32
H -0.41068 2.84416 0.32631 0.24
H -1.49362 1.77606 1.25661 0.23
H -1.56971 1.87128 -1.29986 0.24
H -0.12389 0.99006 -1.34814 0.21
H 0.53370 0.90867 2.25335 0.22
H -2.68490 0.18524 0.10617 0.19
H -1.70899 -1.04525 -2.55522 0.23
H -3.24064 -0.08876 -2.14223 0.24
H -2.85969 -1.84914 -1.46039 0.24
H 0.14508 -3.02855 1.62782 0.23
H -0.08815 -1.85896 2.84531 0.25
H 1.35661 -1.87970 1.88075 0.21
H 2.39771 1.74233 0.85855 0.42
H 4.04624 0.84918 -0.59866 0.42
H 3.64533 -0.38277 -1.73819 0.43
```

## Properties
gap between HOMO and LUMO = 0.3206 Eh
charge = +1
maximum force = 6.366 eV/Å
highest occupied orbital energy = -0.452 hartree
energy above the lowest of the compared OMol25 structures with the same formula, charge and spin = 355.09 kJ/mol
E_tot = -896.44415 hartree

Molecular formula: C8H15N2S
Method: DFT, ωB97M-V with the def2-TZVPD basis set

The geometry in XYZ format:
```
26
Properties=species:S:1:pos:R:3:nbo_charge:R:1
C -1.77927 -0.41949 -2.15708 0.21
C -0.13114 -1.90617 1.75293 -0.65
C -0.88248 -1.43714 0.54901 0.08
C -0.65656 -0.24821 -0.01639 0.08
C -1.95151 -2.36072 0.06337 -0.65
C 1.07984 2.65533 -0.87090 -0.42
C 2.58200 1.04989 0.11180 -0.42
C 0.18586 0.94994 0.69371 -0.25
N -1.32652 0.24223 -1.17134 -0.57
N 1.35222 1.79402 0.25665 -0.40
S -2.26743 -1.16069 -3.40532 0.50
H -0.25270 -2.97907 1.86967 0.24
H 0.92999 -1.68444 1.68202 0.24
H -2.42727 -2.84022 0.91597 0.25
H -2.71939 -1.83970 -0.50524 0.21
H -1.52703 -3.14546 -0.56116 0.24
H 1.89215 3.37366 -0.96167 0.23
H 1.00438 2.11395 -1.82550 0.16
H 0.16211 3.21343 -0.69486 0.19
H 2.79954 0.51898 1.03762 0.21
H 2.54470 0.32711 -0.71504 0.17
H 3.39408 1.74884 -0.08342 0.22
H -0.51887 -1.43023 2.65341 0.25
H 0.51099 0.52003 1.63951 0.23
H -0.59672 1.68191 0.92463 0.20
H -1.40096 1.26221 -1.18235 0.47
```

## Properties
gap between HOMO and LUMO = 0.2345 Eh
charge = +1
maximum force = 3.044 eV/Å
highest occupied orbital energy = -0.441 hartree
energy above the lowest of the compared OMol25 structures with the same formula, charge and spin = 252.38 kJ/mol
E_tot = -821.18659 hartree

Q: What is the energy above the lowest of the compared OMol25 structures with the same formula, charge and spin in the fifth record?
A: 185.61 kJ/mol